No. 1
Density functional theory data (the ωB97M-V functional and the def2-TZVPD basis) for a 2-piece molecular cluster, C5H12O overall.

CARTESIAN COORDINATES (ANGSTROEM)
C1 2.046868 2.956133 -0.746851
C2 0.805081 2.120380 -0.657131
C3 0.339938 1.319098 0.322694
C4 -0.672684 0.225583 0.051776
C5 -1.149698 0.110295 -1.440106
H1 2.679833 2.531339 -1.526635
H2 2.604771 2.920511 0.188475
H3 1.952649 3.986166 -1.078594
H4 0.208575 2.249763 -1.556244
H5 0.891444 1.327787 1.295211
H6 -0.465420 -0.786245 0.430455
H7 -1.623321 0.559043 0.499839
H8 -1.735233 1.060963 -1.529629
H9 -1.806352 -0.730787 -1.644934
H10 -0.372295 0.336536 -2.188413
O1 -1.058560 -5.255799 2.143204
H11 -1.743160 -5.931602 2.118151
H12 -0.304073 -5.768889 2.458697

Forces on atoms 1 to 6 (eV/Å):
C 0.362 -0.369 0.635
C -0.822 0.417 0.099
C 1.865 -0.240 -0.600
C -1.652 0.203 -0.777
C 0.191 2.643 0.523
H 0.123 -0.313 0.036

frontier orbital gap = 9.87 eV
energy above the lowest of the compared OMol25 structures with the same formula, charge and spin = 35.6 kcal per mole

Which charges does natural (NBO) predict for the atoms? In e, they are: -0.643 -0.181 -0.196 -0.437 -0.614 0.218 0.208 0.216 0.181 0.199 0.219 0.208 0.195 0.218 0.208 -0.930 0.465 0.465

No. 2
Density functional theory data (the ωB97M-V functional and the def2-TZVPD basis) for C14H34CaN2O6 as an isolated structure.

CARTESIAN COORDINATES (ANGSTROEM)
Ca1 -0.429390 -7.513800 -5.092040
O1 1.164110 -7.351750 -6.792210
C1 1.877700 -8.561230 -6.753540
C2 1.957430 -9.350580 -5.336990
O2 0.774270 -9.482700 -4.593420
H1 2.869180 -8.366930 -7.162580
H2 1.593490 -9.175280 -7.608090
H3 2.568390 -8.755170 -4.658520
H4 2.489850 -10.301050 -5.301930
C3 -5.969190 -10.699220 -5.448870
O3 -4.837480 -10.519030 -6.316290
C4 -4.659510 -9.170610 -6.603300
C5 -3.668660 -8.446150 -5.597310
N1 -2.308300 -8.347130 -6.264090
C6 -2.294740 -7.394680 -7.421880
C7 -2.394740 -5.964310 -6.908210
O4 -1.412370 -5.555620 -5.906580
C8 -1.316620 -4.168580 -5.656910
H5 -6.157570 -11.770510 -5.519270
H6 -6.889070 -10.186050 -5.729180
H7 -5.689370 -10.490110 -4.416360
H8 -5.597460 -8.616670 -6.642040
H9 -4.315940 -9.232040 -7.635910
H10 -3.555520 -8.972820 -4.649720
H11 -4.142900 -7.518040 -5.278220
H12 -2.207590 -9.271010 -6.659570
H13 -3.041190 -7.514610 -8.207080
H14 -1.407690 -7.496650 -8.047040
H15 -3.384510 -5.892670 -6.457290
H16 -2.247300 -5.310960 -7.768150
H17 -2.323210 -3.778970 -5.808850
H18 -0.698030 -3.619090 -6.366490
H19 -0.991320 -3.976530 -4.634470
C9 -6.168170 -7.249090 -2.545180
O5 -4.809280 -7.593690 -2.363360
C10 -4.070710 -6.550980 -1.768310
C11 -2.804140 -6.192340 -2.647730
N2 -2.000910 -7.325450 -3.098150
C12 -0.871000 -7.436950 -2.073780
C13 0.269870 -6.384410 -2.176520
O6 0.434790 -6.013680 -3.515510
C14 1.638800 -5.207400 -3.780310
H20 -6.783680 -7.194600 -1.647250
H21 -6.706180 -7.980170 -3.148650
H22 -6.248300 -6.354400 -3.162600
H23 -3.756870 -6.988460 -0.820560
H24 -4.645590 -5.656430 -1.528700
H25 -2.216720 -5.476480 -2.072770
H26 -3.135290 -5.700830 -3.562530
H27 -2.602760 -8.133540 -3.028340
H28 -0.415000 -8.380080 -2.374900
H29 -1.280500 -7.652420 -1.086880
H30 1.138220 -6.924700 -1.799500
H31 0.185700 -5.523190 -1.513710
H32 2.486860 -5.821350 -3.477060
H33 1.657410 -4.276200 -3.214080
H34 1.786830 -4.982310 -4.836500

Forces on atoms 1 to 6 (eV/Å):
Ca 2.399 -1.365 -0.536
O -0.995 -0.427 1.481
C 0.349 -0.133 0.057
C -0.508 1.301 0.376
O -1.526 0.895 -0.743
H 1.100 0.154 0.809

frontier orbital gap = 6.03 eV

Which charges does natural (NBO) predict for the atoms? In e, they are: 1.767 -1.064 -0.095 -0.089 -1.071 0.125 0.113 0.104 0.136 -0.265 -0.526 -0.086 -0.268 -0.688 -0.285 -0.074 -0.612 -0.241 0.199 0.172 0.172 0.163 0.190 0.217 0.196 0.393 0.197 0.258 0.169 0.199 0.169 0.189 0.200 -0.257 -0.559 -0.083 -0.242 -0.683 -0.282 -0.076 -0.609 -0.264 0.179 0.191 0.168 0.177 0.187 0.199 0.188 0.385 0.243 0.201 0.198 0.169 0.198 0.173 0.233

No. 3
Density functional theory data (the ωB97M-V functional and the def2-TZVPD basis) for C28H23F3FeIN7O5S as an isolated structure.

CARTESIAN COORDINATES (ANGSTROEM)
Fe1 0.086968 0.338633 -0.268330
C1 -0.531409 -1.980570 1.368631
N1 -0.826630 -0.517284 1.337701
C2 -0.310604 0.100707 2.584105
C3 1.158725 0.192048 2.332551
N2 1.595602 0.073818 1.102538
C4 2.983813 0.103632 1.160434
C5 3.947256 -0.042379 0.166216
C6 5.269442 0.009612 0.556479
C7 5.633238 0.195040 1.899653
C8 4.686120 0.320996 2.895570
C9 3.356461 0.266590 2.496698
N3 2.163985 0.309214 3.216071
C10 0.092123 -2.485126 0.110823
N4 0.997912 -1.835392 -0.588686
C11 1.386691 -2.735140 -1.584182
C12 2.397970 -2.646080 -2.537996
C13 2.594405 -3.726279 -3.373330
C14 1.812176 -4.886394 -3.265236
C15 0.834730 -5.007724 -2.297931
C16 0.652654 -3.915742 -1.458389
N5 -0.158226 -3.720968 -0.351031
H1 -1.434533 -2.538669 1.601071
H2 0.195336 -2.157712 2.163769
H3 -1.832237 -0.362741 1.253666
H4 -0.534063 -0.532285 3.445961
H5 -0.750156 1.081613 2.739805
H6 3.663857 -0.205566 -0.864140
H7 6.047901 -0.105283 -0.185463
H8 6.681605 0.229108 2.161832
H9 4.968317 0.447834 3.931772
H10 2.065473 0.409679 4.212569
H11 3.008338 -1.756114 -2.623732
H12 3.369614 -3.684191 -4.126498
H13 1.992040 -5.709452 -3.943158
H14 0.251147 -5.912194 -2.193329
H15 -0.943922 -4.282788 -0.061224
O1 -0.460881 4.095831 0.812002
C17 -0.606153 3.020436 0.292809
O2 -0.023759 1.919132 0.720952
C18 -1.432397 2.772616 -0.915473
C19 -2.207524 3.761134 -1.478922
C20 -2.985982 3.437238 -2.579686
C21 -2.939671 2.139783 -3.051167
C22 -2.124542 1.210533 -2.422795
N6 -1.370878 1.512245 -1.366180
H16 -2.189640 4.746166 -1.034595
H17 -3.617248 4.178272 -3.050827
H18 -3.531842 1.822900 -3.897777
H19 -2.079058 0.198916 -2.771844
F1 -5.023320 -2.692347 -1.907389
C23 -3.854943 -2.153904 -2.220886
F2 -3.136772 -3.036270 -2.919157
F3 -4.072657 -1.085965 -3.002176
S1 -2.942497 -1.691275 -0.689451
O3 -2.887547 -2.938771 0.037107
O4 -3.675025 -0.617421 -0.067594
O5 -1.623785 -1.255858 -1.190064
I1 0.290179 -0.409940 -3.957714
C24 1.527554 0.923715 -2.946006
C25 2.501051 1.541420 -3.723234
C26 3.320158 2.500208 -3.159868
C27 3.141778 2.815082 -1.823731
C28 2.173497 2.144843 -1.111212
N7 1.367055 1.202038 -1.644751
H20 2.590462 1.272770 -4.765090
H21 4.075969 2.992313 -3.757094
H22 3.743424 3.559318 -1.322889
H23 2.031977 2.351891 -0.062758

Forces on atoms 1 to 6 (eV/Å):
Fe 1.018 0.150 0.460
C 0.100 0.028 0.105
N -0.088 0.043 0.031
C 0.023 -0.050 -0.060
C 0.011 -0.031 0.063
N -0.331 0.216 -0.101

spin multiplicity = 2
frontier orbital gap (alpha / beta) = 7.19 / 7.59 eV
energy above the lowest of the compared OMol25 structures with the same formula, charge and spin = 23.8 kcal per mole
net charge = +1

Which charges does natural (NBO) predict for the atoms? In e, they are: 1.310 -0.315 -0.581 -0.260 0.445 -0.473 0.156 -0.225 -0.190 -0.196 -0.211 0.098 -0.503 0.564 -0.561 0.067 -0.205 -0.214 -0.201 -0.228 0.164 -0.546 0.279 0.226 0.437 0.225 0.272 0.222 0.228 0.232 0.233 0.439 0.211 0.224 0.227 0.230 0.452 -0.555 0.755 -0.736 0.070 -0.191 -0.127 -0.218 0.078 -0.465 0.259 0.238 0.241 0.243 -0.295 0.711 -0.313 -0.323 2.336 -0.990 -0.963 -1.045 0.280 0.096 -0.265 -0.118 -0.230 0.054 -0.541 0.250 0.242 0.247 0.241